C30H45As3N3OPdSe as an isolated structure, computed with wB97M-V/def2-TZVPD.

Results
- Kohn-Sham gap (alpha / beta) (eV) = 6.3 / 6.3
- total charge = +1
- E (eV) = -289695.6049

Structure (XYZ):
```
84
Properties=species:S:1:pos:R:3:forces:R:3
Pd 0.607 -1.401 -1.486 -0.0287 0.0210 0.0792
C 3.943 -2.402 -2.140 -0.0100 -0.0520 0.0126
As 2.844 -0.835 -1.886 -0.4007 0.3561 0.0601
C 3.195 0.119 -3.515 0.1445 -0.0408 0.0000
C 3.707 0.293 -0.573 0.1013 -0.0812 0.0971
C 3.651 -0.140 0.901 0.0265 0.0923 0.0014
C 4.216 -1.553 1.076 0.1293 -0.0683 0.0103
C 2.207 -0.069 1.426 0.0112 -0.0684 0.0873
As 1.011 -1.557 0.977 0.3442 -0.1332 -0.1472
C 1.491 -2.932 2.267 -0.1212 -0.0323 0.0970
C -0.619 -0.863 1.776 0.0376 0.0055 -0.0088
C 4.588 0.766 1.740 -0.0871 -0.0932 -0.0729
As 4.521 2.719 2.047 0.0290 0.0474 0.1338
C 4.413 3.470 0.243 0.0419 0.0527 -0.0223
C 2.661 3.014 2.607 0.0019 0.0025 -0.0543
H 4.981 -2.077 -2.093 0.0564 -0.0792 -0.0166
H 3.734 -2.814 -3.125 -0.0108 0.0104 -0.0331
H 3.756 -3.161 -1.389 -0.0015 -0.0425 0.0156
H 4.253 0.379 -3.546 0.0163 0.0158 -0.0553
H 2.589 1.016 -3.524 0.0370 0.0612 -0.0521
H 2.941 -0.511 -4.364 -0.0355 -0.0103 -0.0084
H 3.220 1.256 -0.714 -0.0212 0.1028 0.0564
H 4.747 0.407 -0.894 0.0165 -0.0375 -0.0177
H 3.652 -2.317 0.542 -0.0802 0.0302 -0.0483
H 4.220 -1.833 2.131 0.0106 0.0219 -0.0003
H 5.248 -1.604 0.721 -0.0237 0.0192 0.0011
H 1.702 0.825 1.057 0.0071 0.0325 -0.0182
H 2.202 -0.013 2.517 0.0415 -0.0229 0.0226
H 1.783 -2.471 3.211 -0.0011 -0.0005 0.0009
H 2.302 -3.550 1.896 0.0249 -0.0206 -0.0071
H 0.620 -3.562 2.442 -0.0067 -0.0183 -0.0054
H -0.371 -0.364 2.713 -0.0216 0.0195 0.0176
H -1.309 -1.681 1.976 -0.0186 0.0310 -0.0021
H -1.076 -0.159 1.081 -0.0310 0.0091 0.0134
H 5.607 0.625 1.365 0.0022 -0.0328 -0.0136
H 4.604 0.357 2.756 0.0011 0.0423 0.0159
H 5.270 3.150 -0.350 -0.0162 -0.0096 0.0220
H 4.470 4.553 0.352 0.0123 0.0044 -0.0235
H 3.490 3.232 -0.276 -0.0332 -0.0112 -0.0407
H 2.398 2.305 3.392 -0.0100 0.0281 0.0023
H 1.954 2.933 1.782 -0.0181 -0.0158 0.0136
H 2.605 4.017 3.028 -0.0354 -0.0009 -0.0157
Se -0.447 0.675 -2.302 0.1971 -0.1775 -0.4776
C 0.593 2.278 -2.202 -0.0247 0.1071 0.2802
C 0.577 2.981 -0.995 0.1130 0.0441 0.0608
C 1.118 4.257 -0.911 0.0235 -0.0448 0.0337
C 1.707 4.838 -2.024 0.0229 -0.0105 -0.0515
C 1.735 4.144 -3.226 -0.0180 0.0328 0.0218
C 1.165 2.882 -3.320 -0.1404 0.0514 -0.1062
H 0.107 2.538 -0.125 -0.0253 -0.0187 -0.0290
H 1.081 4.797 0.028 -0.0123 -0.0158 -0.0160
H 2.130 5.832 -1.961 -0.0047 -0.0108 0.0047
H 2.171 4.603 -4.105 -0.0140 -0.0280 0.0133
H 1.113 2.395 -4.285 0.0199 -0.0715 0.0179
C -5.450 2.581 0.837 -0.0158 0.0698 0.0065
C -5.538 1.089 0.998 -0.0232 -0.0510 -0.0146
C -6.661 0.379 0.586 -0.0253 -0.0043 -0.0095
C -6.725 -1.001 0.701 0.0283 0.0292 -0.0512
C -5.662 -1.709 1.250 -0.0058 -0.0805 -0.0732
N -5.780 -3.122 1.339 0.1382 -0.0125 -0.0757
C -4.797 -4.070 1.448 -0.1005 0.0773 0.0660
O -4.979 -5.143 1.977 0.0242 0.0734 -0.0578
N -3.529 -3.744 0.943 0.0331 -0.0418 -0.1447
C -3.194 -3.115 -0.263 -0.0269 0.0260 0.1498
C -4.090 -2.680 -1.234 -0.0159 -0.0676 0.0062
C -3.590 -2.076 -2.373 -0.0579 -0.0030 -0.0655
C -2.232 -1.879 -2.517 0.1161 -0.1709 0.0271
N -1.362 -2.273 -1.576 -0.3211 0.2736 0.3510
C -1.843 -2.891 -0.493 0.0644 -0.0319 -0.1858
C -4.545 -1.014 1.698 -0.0345 0.0429 0.0380
C -4.491 0.364 1.559 0.0759 0.0186 0.0143
H -6.437 3.023 0.699 0.0044 -0.0216 0.0017
H -4.846 2.850 -0.032 0.0044 -0.0321 -0.0002
H -4.993 3.048 1.710 0.0027 -0.0252 -0.0004
H -7.505 0.911 0.160 0.0251 -0.0065 0.0151
H -7.605 -1.535 0.358 0.0312 0.0171 0.0117
H -6.682 -3.489 1.599 -0.0570 0.0068 0.0809
H -2.860 -4.427 1.260 0.0227 -0.1186 -0.0002
H -5.152 -2.828 -1.121 -0.0623 -0.0142 0.0547
H -4.262 -1.746 -3.153 0.0270 -0.0104 0.0049
H -1.814 -1.401 -3.390 -0.0372 0.0598 -0.0181
H -1.116 -3.240 0.226 0.0373 0.0113 0.0415
H -3.725 -1.539 2.170 -0.0441 -0.0075 -0.0103
H -3.613 0.890 1.918 -0.0254 0.0017 -0.0111
```
Forces are in eV/Å.

=====

C30H45AuClNOP as an isolated structure, computed with wB97M-V/def2-TZVPD.

Results
- Kohn-Sham gap (eV) = 6.8
- total charge = -1
- E (eV) = -60887.0264

Structure (XYZ):
```
80
Properties=species:S:1:pos:R:3:forces:R:3
Au -1.804 0.836 -0.276 0.2375 -0.2090 0.4398
C -0.804 0.890 -5.192 -0.0345 0.0225 -0.0087
C 0.458 1.511 -4.594 -0.0079 0.0024 -0.0279
C 1.659 1.320 -5.525 -0.0107 -0.0007 0.0240
C 0.766 0.977 -3.212 0.0184 0.0168 -0.0081
C 0.660 -0.373 -2.914 -0.0128 -0.0152 0.0426
C 0.893 -0.857 -1.636 -0.0251 -0.0386 -0.0530
C 0.798 -2.352 -1.387 0.0902 0.0192 0.0114
C -0.396 -3.006 -2.088 0.0491 0.0115 -0.0774
C 2.099 -3.039 -1.817 -0.0195 -0.0336 0.0170
C 1.247 0.038 -0.616 0.0613 0.0074 0.0238
C 1.443 1.393 -0.916 0.0019 -0.0090 0.0058
C 1.182 1.836 -2.208 -0.0466 -0.0354 -0.0258
C 1.992 2.373 0.100 0.0288 0.0490 -0.0090
C 3.508 2.518 -0.080 -0.0132 -0.0411 0.0133
C 1.322 3.746 0.035 0.0487 -0.0454 0.0015
C 1.544 -0.523 0.746 0.0124 0.0273 -0.0378
C 2.852 -0.988 0.924 0.0031 0.0215 0.0322
C 3.258 -1.639 2.073 -0.0293 0.0121 0.0133
C 2.338 -1.854 3.088 0.0341 -0.0071 -0.0319
C 1.045 -1.387 2.935 -0.0399 0.0128 0.0548
C 0.616 -0.703 1.792 -0.0517 0.0209 0.0031
P -1.132 -0.087 1.730 -0.0382 -0.1307 -0.2070
C -1.274 1.030 3.237 -0.0372 0.0302 -0.0675
C -0.439 2.272 2.921 0.0225 0.0357 -0.0199
C -0.800 0.501 4.593 -0.0212 0.0140 0.0703
C -2.745 1.456 3.330 -0.0029 0.0079 0.0203
C -2.220 -1.625 2.001 0.0354 -0.0093 0.0054
C -3.631 -1.302 1.485 -0.0203 -0.0027 -0.0104
C -1.655 -2.727 1.101 -0.0289 0.0649 0.0151
C -2.372 -2.166 3.426 -0.0184 -0.0166 -0.0339
H -1.108 1.436 -6.087 0.0191 -0.0083 -0.0223
H -1.625 0.902 -4.475 0.0743 0.0317 -0.0492
H -0.632 -0.149 -5.485 0.0049 -0.0175 -0.0045
H 0.282 2.585 -4.484 -0.0031 -0.0031 0.0148
H 1.890 0.257 -5.626 0.0026 -0.0059 -0.0108
H 2.546 1.819 -5.130 0.0113 -0.0021 0.0005
H 1.450 1.720 -6.520 -0.0061 0.0018 -0.0056
H 0.334 -1.063 -3.681 0.0042 -0.0024 -0.0254
H 0.689 -2.509 -0.313 -0.0289 0.0041 -0.0452
H -0.178 -3.188 -3.143 -0.0278 0.0333 0.0003
H -1.285 -2.376 -2.035 -0.0305 0.0190 -0.0178
H -0.616 -3.974 -1.631 -0.0016 0.0061 -0.0178
H 2.294 -2.847 -2.875 -0.0026 -0.0019 -0.0029
H 2.027 -4.121 -1.674 0.0117 -0.0145 0.0027
H 2.955 -2.675 -1.244 -0.0266 -0.0065 -0.0265
H 1.273 2.893 -2.431 -0.0002 0.0006 0.0027
H 1.823 1.952 1.090 -0.0696 -0.0113 0.1005
H 3.735 2.863 -1.091 0.0006 0.0114 0.0007
H 4.026 1.571 0.078 0.0229 -0.0338 -0.0093
H 3.909 3.248 0.628 -0.0051 -0.0032 0.0009
H 1.665 4.306 -0.838 0.0368 0.0180 -0.0075
H 1.587 4.331 0.920 0.0051 0.0078 0.0070
H 0.235 3.666 -0.023 0.0603 0.0201 0.0595
H 3.553 -0.844 0.111 0.0028 0.0270 0.0070
H 4.279 -1.989 2.169 0.0061 0.0005 0.0016
H 2.623 -2.376 3.993 -0.0034 -0.0064 0.0022
H 0.346 -1.553 3.740 0.0233 -0.0574 -0.0526
H 0.623 2.026 2.892 0.1023 -0.0062 -0.0325
H -0.588 3.006 3.719 0.0049 -0.0062 0.0076
H -0.746 2.729 1.980 0.0189 0.0375 -0.0465
H 0.280 0.353 4.612 -0.0513 0.0533 0.0146
H -1.287 -0.421 4.906 0.0381 0.0562 0.0056
H -1.033 1.266 5.340 -0.0026 0.0006 0.0153
H -3.108 1.832 2.370 0.0101 -0.0005 -0.0114
H -2.827 2.270 4.055 0.0077 0.0021 0.0080
H -3.385 0.641 3.672 -0.0039 0.0269 -0.0021
H -3.610 -0.976 0.444 0.0118 -0.0058 -0.0017
H -4.125 -0.529 2.072 0.0045 0.0005 -0.0291
H -4.236 -2.212 1.546 -0.0104 -0.0013 0.0226
H -1.558 -2.368 0.076 -0.0200 -0.0004 0.0873
H -2.349 -3.573 1.097 -0.0069 -0.0058 -0.0015
H -0.683 -3.085 1.444 0.0155 -0.0033 0.0175
H -2.848 -1.444 4.088 -0.0014 -0.0285 -0.0112
H -1.433 -2.490 3.872 0.0388 0.0104 -0.0033
H -3.024 -3.044 3.385 0.0037 -0.0100 -0.0039
Cl -2.153 3.419 0.052 -0.2993 0.0449 -0.1204
O -4.436 0.129 -3.562 -0.0558 0.0522 -0.1172
C -3.473 0.232 -2.859 0.0129 -0.1671 0.1450
N -2.485 0.282 -2.202 -0.0828 0.1619 -0.0210
```
Forces are in eV/Å.

=====

A 12-piece molecular cluster, C30H45Br6F3N6O12 overall, computed with wB97M-V/def2-TZVPD.

Results
- Kohn-Sham gap (eV) = 9.6
- structure (SMILES) = C[N+](=O)[O-].C[N+](=O)[O-].C[N+](=O)[O-].C[N+](=O)[O-].C[N+](=O)[O-].C[N+](=O)[O-].Fc1ccccc1.Fc1ccccc1.Fc1ccccc1.BrCCBr.BrCCBr.BrCCBr
- E (eV) = -493742.2225

Structure (XYZ):
```
102
Properties=species:S:1:pos:R:3:forces:R:3
C 3.122 -1.440 -1.746 0.0991 0.1377 -0.0558
N 3.631 -2.164 -2.947 -0.1663 -0.1716 0.2019
O 4.211 -3.215 -2.765 0.0113 0.0055 -0.0002
O 3.439 -1.644 -4.022 0.0036 0.0702 -0.1457
H 2.106 -1.111 -1.936 -0.0187 0.0319 -0.1564
H 3.781 -0.581 -1.636 -0.0588 0.0075 0.1325
H 3.172 -2.101 -0.891 0.1048 -0.0593 0.0064
C -2.030 -0.544 3.270 0.1280 0.2135 0.2488
N -2.168 -1.678 4.221 -0.0736 0.0203 -0.0645
O -1.392 -1.706 5.154 0.0178 -0.0468 0.0151
O -3.037 -2.497 4.009 -0.0285 0.0094 0.0239
H -2.301 0.356 3.815 -0.0896 -0.0342 0.0430
H -2.676 -0.691 2.417 0.0318 -0.1196 -0.0688
H -0.975 -0.477 3.033 0.0273 -0.0258 -0.1965
C -3.909 0.655 -2.421 -0.1126 0.1855 1.1348
N -5.370 0.456 -2.608 -0.1675 -0.0033 -0.2111
O -5.814 -0.658 -2.388 0.0618 0.0940 -0.0730
O -6.034 1.408 -2.958 0.0597 -0.1020 0.0135
H -3.359 0.160 -3.209 -0.0780 -0.0050 -0.1966
H -3.692 0.213 -1.447 0.1432 -0.2427 -0.2297
H -3.734 1.719 -2.324 0.0620 0.0773 -0.4643
C -1.170 -1.533 -6.146 -0.5677 -0.1851 -0.1726
N -1.757 -0.177 -6.334 -0.0765 -0.0395 0.3651
O -1.182 0.596 -7.061 0.0955 0.1638 -0.2366
O -2.780 0.081 -5.718 0.2243 -0.0117 -0.0093
H -0.716 -1.829 -7.083 0.2023 0.0595 0.0309
H -1.999 -2.177 -5.881 0.0892 -0.1273 0.0430
H -0.458 -1.490 -5.330 0.1503 0.1584 -0.0735
C -5.186 -3.565 -3.896 -0.3906 0.6091 0.0100
N -3.722 -3.446 -4.096 0.1968 -0.3797 0.0870
O -3.154 -2.460 -3.671 -0.0383 0.1228 0.0559
O -3.160 -4.373 -4.649 -0.0932 0.1866 -0.0185
H -5.358 -4.189 -3.025 0.1084 -0.2887 -0.1284
H -5.609 -3.964 -4.810 0.0174 -0.2955 0.0855
H -5.597 -2.583 -3.682 0.2000 0.0729 -0.0267
C 0.319 2.753 -5.096 0.1017 0.3117 0.0424
N 1.125 1.683 -4.452 -0.2030 0.0158 -0.0215
O 2.019 2.020 -3.707 0.1364 -0.1380 -0.0257
O 0.834 0.537 -4.725 0.0116 -0.0946 0.1594
H 0.443 3.662 -4.518 0.0228 -0.0518 0.0884
H -0.713 2.428 -5.138 -0.0121 -0.0875 -0.0931
H 0.729 2.899 -6.092 -0.0899 -0.1251 -0.0605
F 1.008 -2.452 3.000 0.0677 0.2326 0.0882
C 2.155 -2.092 3.637 0.2073 0.5173 0.0075
C 3.116 -1.406 2.918 0.2781 -0.4333 -0.3213
C 4.254 -0.970 3.574 -0.2097 0.3883 0.5597
C 4.392 -1.186 4.944 0.0534 -0.1111 -0.2781
C 3.416 -1.892 5.634 0.1702 0.0626 0.0604
C 2.277 -2.344 4.984 -0.0802 -0.2207 0.0527
H 3.044 -1.279 1.844 -0.2805 0.1286 0.0647
H 4.975 -0.356 3.052 0.1086 -0.2431 -0.1183
H 5.280 -0.831 5.451 -0.0528 0.0065 0.0670
H 3.549 -2.090 6.690 -0.0791 -0.0112 -0.0109
H 1.509 -2.909 5.497 -0.0398 0.0947 0.0134
F -0.872 1.509 -2.119 0.2836 0.0417 -0.1516
C -0.518 0.347 -1.522 -0.2393 0.0384 0.3175
C 0.044 0.388 -0.258 0.0394 0.3273 -0.2711
C 0.291 -0.806 0.401 -0.3494 0.3573 0.5485
C -0.106 -2.002 -0.153 0.2917 -0.6297 -0.4743
C -0.621 -2.021 -1.443 0.2685 -0.0880 0.1331
C -0.812 -0.843 -2.145 0.0709 -0.5607 -0.3704
H 0.269 1.348 0.192 -0.0709 -0.0115 -0.0073
H 0.696 -0.783 1.406 0.1141 -0.0153 -0.1216
H 0.076 -2.950 0.341 -0.0449 0.1208 0.1879
H -0.827 -2.963 -1.935 -0.1310 0.0071 0.0295
H -1.136 -0.942 -3.172 -0.2486 0.4899 0.0379
F -2.541 1.879 1.113 0.1617 -0.1410 0.0461
C -1.980 3.045 1.510 -0.5890 0.3953 0.1502
C -1.604 3.954 0.544 0.2110 -0.1634 -0.2894
C -1.085 5.182 0.931 0.0312 -0.2071 0.1870
C -0.938 5.464 2.283 -0.0303 0.3016 -0.0129
C -1.352 4.549 3.236 -0.0711 -0.2074 0.0790
C -1.921 3.338 2.859 0.4875 -0.0712 0.0380
H -1.684 3.673 -0.500 -0.0609 0.0599 0.0404
H -0.791 5.898 0.177 0.0452 0.0276 0.0115
H -0.535 6.411 2.620 0.0546 0.0048 -0.1443
H -1.229 4.782 4.286 -0.1102 -0.0072 0.0059
H -2.235 2.621 3.605 -0.1060 -0.0202 -0.0657
Br 4.745 1.552 0.561 0.2978 -0.0871 0.0373
C 3.391 2.276 -0.604 -0.8310 -0.0994 0.0995
C 3.295 3.766 -0.467 0.1121 0.2728 -0.4219
Br 1.687 4.324 -1.410 -0.0930 0.2073 0.0144
H 2.441 1.849 -0.286 0.1636 -0.1892 0.0643
H 3.570 1.960 -1.626 0.2111 0.0414 -0.0184
H 4.121 4.285 -0.945 0.0463 0.0177 0.0975
H 3.168 4.110 0.551 0.0591 -0.1187 0.1210
Br 1.031 -6.364 3.672 0.1021 -0.0359 -0.0103
C 0.122 -5.148 2.473 0.4977 0.2584 -0.3376
C -1.239 -4.798 2.955 -0.7298 0.1031 0.0209
Br -2.502 -6.277 2.797 0.0787 0.0718 0.0125
H 0.116 -5.586 1.480 -0.0911 -0.2648 0.0305
H 0.718 -4.234 2.423 -0.0970 -0.5351 0.1131
H -1.664 -3.995 2.353 0.0448 -0.0598 -0.0850
H -1.272 -4.482 3.992 0.1240 -0.0638 0.0817
Br 1.409 1.588 2.822 -0.0964 0.1850 -0.1258
C 2.014 2.899 4.123 -0.4992 -0.2240 0.5302
C 3.194 3.642 3.609 0.5767 0.2088 0.1530
Br 3.730 4.937 4.971 0.0066 -0.0334 -0.0208
H 2.258 2.322 5.009 0.1012 -0.0065 0.0086
H 1.183 3.554 4.369 -0.0886 -0.0292 -0.2419
H 3.001 4.230 2.721 -0.1240 -0.0667 -0.1221
H 4.042 2.981 3.465 0.0348 0.0681 -0.1479
```
Forces are in eV/Å.